Entry 1:
C6H16N2 | the ωB97M-V functional and the def2-TZVPD basis

```
24
Properties=species:S:1:pos:R:3:lowdin_charge:R:1
C 0.45320 -1.36718 2.37860 -0.127
N 0.35449 -0.06315 1.71914 -0.085
C -0.33734 -0.03620 0.42668 -0.348
C -0.22136 1.37747 -0.14899 -0.376
C -1.27548 1.59088 -1.26918 -0.060
C 1.18626 1.72000 -0.65052 -0.080
C 0.15759 -1.10519 -0.59283 -0.238
N -0.96208 -1.88706 -1.12154 0.004
H 1.47956 -1.76160 2.37120 0.078
H -0.08792 -2.14524 1.84531 0.065
H 0.08672 -1.29518 3.39983 0.069
H 1.29481 0.29200 1.58754 0.085
H -1.36719 -0.33459 0.60543 0.134
H -0.45539 2.07090 0.66565 0.127
H -0.75893 1.76499 -2.21675 0.068
H -1.93685 0.73144 -1.36752 0.064
H -1.96018 2.43019 -1.09672 0.073
H 1.95139 1.13302 -0.14141 0.067
H 1.38416 2.78894 -0.53501 0.084
H 1.32960 1.40960 -1.69235 0.069
H 0.67761 -0.65265 -1.43515 0.102
H 0.93089 -1.71842 -0.12198 0.101
H -0.77591 -2.23532 -2.05287 0.063
H -1.14765 -2.70767 -0.55656 0.063
```

Properties
- Largest force on an atom: 0.0191 Eh/bohr
- E_HOMO: -8.549 eV
- Orbital gap: 9.566 eV
- SMILES string: CN[C@H](CN)C(C)C

=====

Entry 2:
C5H8O | the ωB97M-V functional and the def2-TZVPD basis

```
14
Properties=species:S:1:pos:R:3:lowdin_charge:R:1
O -0.62232 2.45150 -0.39373 0.086
C -0.37781 1.33222 -0.01572 -0.381
C -1.41386 0.24918 0.30057 -0.105
C -0.56903 -0.91820 0.73351 -0.110
C 0.73563 -0.64409 0.70135 -0.138
C 1.01989 0.75483 0.22718 -0.117
H -2.10123 0.60670 1.07792 0.125
H -2.02487 0.04768 -0.58943 0.124
H -0.99270 -1.87477 1.02490 0.103
H 0.58685 -1.29471 -2.39125 0.044
H 1.07903 -1.52406 -1.88676 0.029
H 1.52201 -1.34677 0.96188 0.103
H 1.56018 1.37217 0.95552 0.124
H 1.59824 0.78831 -0.70594 0.113
```

Properties
- Largest force on an atom: 0.0095 Eh/bohr
- E_HOMO: -9.571 eV
- Orbital gap: 10.702 eV
- SMILES string: O=C1CC=CC1.[H][H]

=====

Entry 3:
C17H48N8O25S3 | the ωB97M-V functional and the def2-TZVPD basis

```
101
Properties=species:S:1:pos:R:3:lowdin_charge:R:1
C -9.06021 12.86195 -23.47790 0.040
N -8.56893 13.74033 -24.52322 -0.321
O -8.14171 14.84681 -24.14863 0.129
O -8.56096 13.31972 -25.65976 -0.335
H -10.14308 12.98408 -23.45391 0.091
H -8.64821 13.12802 -22.50447 0.140
H -8.81660 11.82692 -23.71761 0.077
C -9.22704 14.41033 -27.22264 0.001
N -10.55184 15.09164 -27.47413 -0.322
O -10.93031 15.04236 -28.67515 0.059
O -11.20690 15.46095 -26.55567 0.041
H -8.45082 14.61731 -27.95934 0.073
H -9.34446 13.33812 -27.06554 0.062
H -8.96828 14.76050 -26.22337 0.104
C -9.75951 11.66341 -26.55075 -0.002
N -10.85755 12.62219 -26.21331 -0.209
O -11.17461 12.82729 -25.07920 -0.011
O -11.48400 13.14404 -27.16148 -0.084
H -10.02870 11.21555 -27.50734 0.085
H -9.73095 10.86040 -25.81423 0.094
H -8.78167 12.13798 -26.63270 0.060
C -8.77914 11.90753 -29.97367 0.052
N -10.14184 11.32988 -30.19560 -0.256
O -10.87933 11.14436 -29.19122 -0.071
O -10.42402 11.02303 -31.33222 0.067
H -8.87872 12.55062 -29.09925 0.042
H -8.62292 12.48260 -30.88635 0.134
H -7.99703 11.14840 -29.96240 0.099
C -11.64718 9.65764 -24.73736 0.026
N -11.71300 11.01910 -24.09318 -0.256
O -10.75055 11.39629 -23.44659 -0.006
O -12.78967 11.64737 -24.18639 -0.013
H -12.38672 9.54666 -25.53036 0.070
H -11.85727 8.90143 -23.98098 0.126
H -10.67049 9.43004 -25.16443 0.067
C -7.87984 8.22174 -25.94427 0.068
N -8.86108 9.27318 -25.73194 -0.336
O -8.65694 9.99147 -24.76664 0.109
O -9.77475 9.42848 -26.58373 -0.399
H -7.88039 7.42757 -25.19768 0.149
H -6.93130 8.75748 -25.98117 0.089
H -8.05204 7.80454 -26.93643 0.113
C -6.99930 12.06298 -25.30592 -0.030
N -6.03792 10.90718 -25.40415 -0.313
O -6.41528 9.88456 -24.89754 0.026
O -4.87051 11.04077 -25.84006 0.084
H -7.49711 11.96579 -24.34112 0.099
H -7.74342 11.93807 -26.09255 0.063
H -6.54528 13.04753 -25.41827 0.119
C -12.98921 11.63636 -28.56201 0.013
N -12.97323 13.07288 -28.96689 -0.351
O -13.05392 13.27870 -30.17377 0.057
O -13.04857 13.96558 -28.14447 -0.007
H -13.97554 11.22993 -28.78578 0.133
H -12.75941 11.53290 -27.50155 0.076
H -12.15406 11.12463 -29.04030 -0.036
O -12.44032 14.04889 -23.24254 -0.285
S -13.67805 13.98144 -23.97535 0.742
O -14.85523 13.47570 -23.24496 -0.297
O -14.05767 15.49347 -24.63629 -0.267
C -13.00775 16.36122 -25.02112 -0.265
C -13.37438 16.83953 -26.47803 -0.054
C -13.42102 13.13245 -25.54164 -0.117
H -12.04446 15.85316 -24.97590 0.077
H -12.99186 17.15998 -24.27961 0.117
H -13.59816 16.05174 -27.19734 0.060
H -12.53863 17.39234 -26.90700 0.068
H -14.22316 17.51872 -26.39820 0.071
H -12.94888 12.18470 -25.28289 -0.044
H -12.87175 13.74792 -26.25411 0.052
H -14.40753 12.82671 -25.89009 0.108
O -11.70390 10.21799 -26.66935 -0.393
S -11.66100 8.99248 -27.48819 0.870
O -12.27806 7.72049 -27.08137 -0.223
O -12.44044 9.46054 -28.87399 -0.331
C -12.52345 8.54763 -29.94183 -0.254
C -11.92087 9.20378 -31.16675 -0.068
C -10.00905 8.69881 -28.24432 -0.129
H -13.56857 8.29051 -30.11416 0.133
H -12.07236 7.56564 -29.79937 0.113
H -12.27991 8.62964 -32.02089 0.091
H -10.84286 9.11402 -31.30074 0.079
H -12.42152 10.16061 -31.31476 0.097
H -9.74435 9.60628 -28.78705 0.070
H -10.09755 7.92553 -29.00741 0.092
H -9.31207 8.34624 -27.48406 0.041
O -7.81743 13.37535 -28.81583 -0.391
S -6.72325 13.54920 -27.82602 0.890
O -6.79050 14.41545 -26.61136 -0.248
O -6.38070 12.01219 -27.24584 -0.380
C -6.59448 10.85933 -28.09602 -0.144
C -7.84380 10.16980 -27.59324 -0.090
C -5.15911 13.84269 -28.76633 -0.045
H -5.76830 10.16299 -28.23964 0.148
H -6.78714 11.27370 -29.08561 0.081
H -7.93977 9.30213 -28.24596 0.118
H -8.74825 10.75334 -27.76515 0.061
H -7.73693 9.82277 -26.56550 0.034
H -5.33075 14.68953 -29.43079 0.077
H -4.87871 12.94631 -29.31949 0.077
H -4.45099 14.21767 -28.02737 0.079
```

Properties
- Largest force on an atom: 0.2300 Eh/bohr
- E_HOMO: -8.836 eV
- Orbital gap: 6.282 eV

=====

Entry 4:
C6H10NS | the ωB97M-V functional and the def2-TZVPD basis

```
18
Properties=species:S:1:pos:R:3:lowdin_charge:R:1
C 1.06975 -0.31053 -1.00588 -0.074
C 0.31474 -0.46970 0.37502 -0.408
C 1.18158 0.21578 1.36849 0.007
C 2.32542 0.60272 0.81268 -0.032
C -1.15977 -0.23279 0.48353 -0.366
C -3.70588 0.12475 -0.03060 -0.343
N 2.45483 0.13345 -0.58054 0.074
S -2.06115 -0.09125 -0.87271 0.918
H 0.97268 -1.28951 -1.42126 0.129
H 0.71239 0.48272 -1.66575 0.126
H 0.29613 -1.54206 0.49520 0.142
H 0.92468 0.49302 2.39241 0.145
H 3.22383 1.07982 1.24666 0.144
H -4.25894 1.01095 -0.48056 0.057
H -3.42246 0.22297 1.02414 0.024
H -4.53037 -0.64041 -0.23025 0.069
H 3.08314 -0.68231 -0.64269 0.199
H 2.57940 0.89241 -1.26789 0.190
```

Properties
- Net charge: +1
- Largest force on an atom: 0.0450 Eh/bohr
- E_HOMO: -11.934 eV
- Orbital gap: 8.440 eV

=====

Entry 5:
C2H6AgO3 | the ωB97M-V functional and the def2-TZVPD basis

```
12
Properties=species:S:1:pos:R:3:lowdin_charge:R:1
C -1.17237 1.17100 -0.30888 -0.028
O -0.58958 0.07052 0.38455 -0.187
C 0.40157 -0.61307 -0.29723 -0.468
O 0.77096 -1.60781 0.58067 -0.065
Ag -0.98082 -1.52627 2.09141 0.911
H -2.25696 1.04918 -0.23566 0.103
H -0.87031 2.11177 0.16858 0.109
H -0.86185 1.16877 -1.36327 0.112
H 0.10051 -0.93010 -1.30742 0.183
O 1.70275 0.10466 -0.51230 0.011
H 1.92426 0.58900 0.29321 0.105
H 1.83183 -1.58764 0.50633 0.214
```

Properties
- Net charge: +1
- Largest force on an atom: 0.0653 Eh/bohr
- E_HOMO: -15.448 eV
- Orbital gap: 9.851 eV